# 1
{"formula": "C18H21AsClMnN3O7S", "method": "ωB97M-V with the def2-TZVPD basis set", "elements": ["Mn", "O", "C", "O", "C", "C", "Cl", "N", "N", "C", "C", "O", "O", "C", "C", "C", "C", "C", "C", "H", "H", "H", "H", "H", "H", "N", "C", "C", "C", "O", "O", "H", "H", "H", "H", "H", "H", "C", "As", "C", "C", "O", "H", "H", "H", "H", "H", "H", "H", "H", "H", "S", "C"], "positions_angstrom": [[-0.501, -1.280, -0.355], [-1.295, -3.633, 4.849], [-0.981, -2.366, 5.036], [-0.917, -1.866, 6.130], [-0.707, -1.557, 3.810], [-0.244, -0.249, 3.797], [0.217, 0.749, 5.086], [-0.128, 0.147, 2.501], [-0.469, -0.854, 1.695], [-0.830, -1.873, 2.442], [-1.197, -3.124, 1.697], [-1.564, -4.124, 2.314], [-1.105, -3.011, 0.428], [0.466, 1.327, 1.941], [-0.016, 2.580, 2.291], [0.603, 3.706, 1.772], [1.676, 3.571, 0.898], [2.132, 2.309, 0.545], [1.536, 1.173, 1.072], [-1.291, -3.892, 3.881], [-0.863, 2.672, 2.957], [0.244, 4.689, 2.047], [2.163, 4.454, 0.505], [2.973, 2.193, -0.126], [1.887, 0.181, 0.809], [-0.485, -2.391, -2.098], [0.752, -2.354, -2.908], [1.958, -2.805, -2.103], [2.302, -1.868, -0.946], [3.398, -1.332, -0.905], [1.383, -1.732, -0.047], [-0.615, -3.323, -1.706], [-1.293, -2.211, -2.683], [0.895, -1.327, -3.242], [0.638, -2.990, -3.791], [2.824, -2.873, -2.759], [1.765, -3.801, -1.689], [-1.384, 2.721, -0.838], [-0.458, 1.579, -2.065], [-1.700, 1.037, -3.426], [0.898, 2.631, -2.906], [0.296, 0.276, -1.361], [-1.806, 3.563, -1.386], [-0.663, 3.080, -0.094], [-2.174, 2.163, -0.345], [-2.094, 1.913, -3.940], [-2.517, 0.487, -2.960], [-1.178, 0.400, -4.139], [0.452, 3.446, -3.474], [1.477, 1.985, -3.562], [1.550, 3.028, -2.128], [-3.757, -0.457, -0.170], [-2.256, -0.766, -0.350]], "forces_ev_per_a": [[-1.200, 0.277, 0.014], [0.175, -0.045, 0.017], [0.014, 0.068, 0.035], [-0.017, -0.007, -0.011], [0.009, 0.278, 0.011], [-0.010, -0.174, 0.012], [-0.026, 0.069, -0.144], [0.180, 0.246, 0.152], [-0.139, -0.065, -0.607], [0.200, -0.291, 0.095], [-0.236, -0.031, -0.178], [0.255, 0.063, -0.090], [0.177, -0.008, 0.256], [0.091, 0.062, 0.215], [0.035, -0.039, 0.081], [0.036, 0.060, 0.120], [0.052, 0.011, 0.047], [0.016, 0.038, 0.041], [0.003, -0.005, 0.114], [-0.337, -0.014, 0.019], [-0.014, -0.014, 0.060], [0.002, 0.008, 0.006], [0.001, 0.021, -0.009], [0.018, -0.024, -0.003], [0.021, -0.011, -0.013], [0.037, 0.053, 0.082], [-0.018, 0.006, -0.020], [0.034, -0.048, 0.002], [-0.087, 0.024, 0.085], [0.035, 0.049, 0.001], [0.282, -0.170, 0.005], [-0.015, -0.004, 0.019], [0.006, 0.004, -0.011], [0.000, 0.017, -0.016], [-0.017, 0.002, 0.003], [-0.011, -0.004, -0.018], [0.004, 0.003, -0.005], [0.178, 0.014, 0.065], [-0.084, 0.229, 0.017], [-0.008, -0.027, 0.019], [0.039, 0.007, -0.005], [-0.118, -0.342, 0.079], [-0.010, 0.006, -0.022], [-0.234, -0.112, -0.281], [-0.058, -0.052, 0.024], [0.001, 0.002, 0.006], [0.017, 0.000, -0.007], [-0.004, -0.003, 0.000], [0.001, 0.002, -0.006], [0.008, 0.000, -0.016], [-0.043, -0.019, -0.038], [-0.103, 0.036, 0.010], [0.863, -0.147, -0.212]], "de_lowest_kcal_mol": 0.00, "spin_multiplicity": 2, "s2": 0.834, "e_tot_ha": -5634.6678, "lumo_energy_ha": [-0.0071, -0.0081], "orbital_gap_ev": [8.7155, 7.8777]}

***

# 2
{"formula": "C18H21BN5OPt", "method": "ωB97M-V with the def2-TZVPD basis set", "elements": ["Pt", "C", "C", "C", "C", "C", "C", "C", "H", "H", "H", "H", "H", "H", "H", "H", "B", "N", "C", "C", "C", "N", "N", "C", "C", "C", "N", "H", "H", "H", "H", "H", "H", "H", "H", "O", "N", "C", "C", "C", "C", "C", "H", "H", "H", "H", "H"], "positions_angstrom": [[-0.209, 0.057, 0.157], [-2.196, -1.518, 3.963], [-1.008, -0.771, 3.441], [0.293, -1.186, 3.786], [1.416, -0.496, 3.375], [1.266, 0.665, 2.618], [-0.016, 1.108, 2.247], [-1.154, 0.371, 2.668], [-2.088, -2.591, 3.802], [-3.120, -1.186, 3.495], [-2.285, -1.363, 5.040], [0.407, -2.068, 4.405], [2.403, -0.832, 3.658], [2.140, 1.237, 2.345], [-0.158, 2.125, 1.883], [-2.150, 0.741, 2.453], [-3.038, -0.641, -1.818], [-1.805, 0.172, -2.362], [-1.771, 0.726, -3.570], [-0.729, 1.651, -3.635], [-0.148, 1.610, -2.389], [-0.829, 0.732, -1.619], [-2.488, -1.620, -0.708], [-3.086, -2.723, -0.283], [-2.238, -3.414, 0.591], [-1.100, -2.651, 0.656], [-1.256, -1.575, -0.158], [-3.837, 0.100, -1.327], [-3.405, -1.304, -2.738], [-2.519, 0.460, -4.298], [-0.466, 2.280, -4.466], [0.667, 2.186, -1.985], [-4.066, -2.978, -0.650], [-2.431, -4.355, 1.075], [-0.176, -2.800, 1.194], [1.846, 0.070, -0.333], [2.609, 0.911, -1.050], [2.952, 2.118, -0.561], [3.805, 2.925, -1.275], [4.311, 2.476, -2.490], [3.943, 1.225, -2.966], [3.078, 0.451, -2.227], [2.525, 2.384, 0.393], [4.071, 3.891, -0.872], [4.990, 3.098, -3.057], [4.318, 0.837, -3.902], [2.734, -0.534, -2.504]], "forces_ev_per_a": [[-0.105, 0.556, -0.764], [-0.016, -0.015, -0.029], [0.047, -0.118, 0.073], [-0.053, -0.027, 0.015], [-0.110, 0.077, -0.051], [-0.022, -0.105, 0.027], [0.131, -0.124, 0.359], [0.075, -0.039, -0.005], [0.008, 0.002, 0.013], [-0.005, 0.008, 0.006], [-0.015, -0.004, 0.003], [0.010, -0.008, 0.004], [0.005, -0.007, 0.021], [0.022, 0.031, -0.021], [0.032, -0.068, -0.175], [0.019, 0.061, -0.047], [0.285, 0.021, 0.063], [-0.010, -0.039, 0.067], [0.027, -0.008, 0.039], [-0.074, 0.007, 0.033], [-0.016, 0.003, 0.103], [0.188, -0.355, -0.002], [0.007, -0.183, -0.215], [0.094, 0.036, -0.089], [0.055, 0.052, -0.017], [0.045, -0.064, -0.007], [-0.285, 0.124, 0.409], [-0.019, 0.069, 0.015], [-0.223, 0.029, 0.034], [0.019, -0.010, -0.026], [0.020, 0.014, -0.005], [0.021, -0.031, -0.041], [-0.014, -0.005, -0.006], [0.019, -0.015, 0.013], [-0.029, -0.005, 0.010], [-0.011, 0.202, 0.503], [-0.072, -0.078, -0.355], [-0.022, -0.077, -0.053], [-0.009, -0.014, -0.015], [0.027, -0.014, -0.036], [-0.015, 0.039, 0.046], [-0.037, 0.085, 0.107], [-0.023, -0.021, 0.028], [0.014, 0.007, -0.011], [0.003, 0.005, -0.009], [0.020, 0.022, -0.012], [-0.004, -0.017, 0.002]], "de_lowest_kcal_mol": 41.31, "spin_multiplicity": 2, "s2": 0.766, "e_tot_ha": -1190.9975, "lumo_energy_ha": [-0.3240, -0.3522], "orbital_gap_ev": [6.4959, 5.7391], "charge": 2}

***

# 3
{"formula": "C18H21BeN3O4P", "method": "ωB97M-V with the def2-TZVPD basis set", "elements": ["Be", "O", "C", "O", "C", "P", "C", "C", "C", "C", "C", "C", "C", "C", "C", "C", "C", "C", "H", "H", "H", "H", "H", "H", "H", "H", "H", "H", "H", "H", "C", "O", "C", "O", "N", "N", "H", "H", "H", "H", "H", "H", "C", "C", "N", "H", "H", "H"], "positions_angstrom": [[2.192, -1.661, -0.749], [-0.660, -3.374, -0.720], [-0.493, -2.183, -0.749], [0.715, -1.641, -0.670], [-1.628, -1.164, -0.940], [-0.996, 0.585, -0.822], [-2.596, 1.467, -1.073], [-2.821, 2.042, -2.321], [-3.995, 2.735, -2.578], [-4.948, 2.874, -1.581], [-4.734, 2.300, -0.336], [-3.569, 1.593, -0.083], [-0.867, 0.791, 1.003], [-0.853, -0.255, 1.922], [-0.806, 0.012, 3.284], [-0.758, 1.318, 3.745], [-0.741, 2.367, 2.835], [-0.791, 2.103, 1.476], [-2.443, -1.332, -0.236], [-2.033, -1.317, -1.943], [-2.068, 1.944, -3.096], [-4.160, 3.169, -3.555], [-5.856, 3.431, -1.772], [-5.479, 2.402, 0.442], [-3.418, 1.148, 0.892], [-0.894, -1.284, 1.592], [-0.832, -0.811, 3.987], [-0.736, 1.518, 4.808], [-0.707, 3.390, 3.188], [-0.810, 2.927, 0.771], [3.584, 0.656, 2.583], [3.419, 1.107, 1.219], [3.113, 0.235, 0.311], [3.018, -0.995, 0.489], [2.974, 0.746, -0.924], [2.521, -0.144, -1.906], [4.365, 1.277, 3.009], [3.859, -0.395, 2.612], [2.646, 0.804, 3.111], [2.981, 1.743, -1.077], [3.146, -0.129, -2.705], [1.570, 0.116, -2.193], [3.547, -5.476, -1.988], [3.218, -4.125, -1.641], [2.952, -3.042, -1.392], [4.519, -5.514, -2.479], [2.782, -5.866, -2.661], [3.570, -6.091, -1.088]], "forces_ev_per_a": [[0.109, -0.142, -0.469], [-0.283, -0.109, 0.060], [0.223, -0.101, -0.214], [-0.736, 0.418, 0.155], [0.801, 0.091, 0.115], [-0.568, -0.181, 0.176], [0.248, 0.046, -0.155], [0.008, -0.049, 0.065], [-0.024, 0.010, -0.086], [0.014, -0.005, -0.019], [-0.035, -0.036, 0.032], [-0.016, -0.021, -0.054], [0.233, 0.005, -0.129], [0.006, 0.145, -0.102], [-0.010, -0.069, 0.074], [0.053, -0.014, 0.016], [0.016, 0.019, -0.014], [0.049, -0.014, 0.031], [0.053, -0.168, 0.024], [-0.012, 0.033, 0.000], [-0.010, 0.051, -0.004], [-0.004, 0.027, 0.006], [-0.010, -0.003, -0.013], [-0.004, -0.005, 0.002], [0.008, 0.016, 0.023], [-0.041, -0.056, 0.011], [0.034, -0.008, 0.021], [-0.010, 0.004, 0.007], [0.002, -0.003, -0.019], [0.007, 0.015, 0.010], [0.000, -0.144, 0.333], [-0.034, -0.034, -0.176], [0.404, 0.157, -0.003], [-0.257, 0.000, 0.050], [-0.006, 0.356, -0.053], [-0.182, -0.011, 0.225], [-0.023, -0.002, -0.043], [0.054, 0.052, -0.071], [-0.074, 0.054, -0.043], [-0.111, 0.019, 0.007], [0.054, -0.088, 0.041], [0.054, -0.018, 0.117], [0.059, -0.584, -0.128], [-0.070, 0.523, -0.013], [0.022, -0.274, 0.170], [-0.017, 0.038, 0.021], [0.021, 0.020, 0.015], [0.006, 0.041, -0.001]], "de_lowest_kcal_mol": 0.00, "e_tot_ha": -1519.7985, "lumo_energy_ha": -0.0935, "orbital_gap_ev": 8.2203, "charge": 1}